a | Molecular formula: C3H13N2O2S
Method: DFT, wB97M-V/def2-TZVPD

Each line ends with the Löwdin charge.
Cartesian coordinates (Å):
S: -0.003 -1.802 -0.962  0.221
O: -2.581 -2.883 1.421  -0.108
O: -3.239 -1.332 -0.953  -0.145
N: 2.398 2.566 0.335  -0.042
N: 0.513 1.197 -1.375  -0.016
C: 0.169 -0.508 0.374  -0.637
C: 1.419 1.644 0.886  -0.271
C: 1.100 0.534 -0.197  -0.530
H: 3.325 2.162 0.279  0.047
H: -2.533 -1.972 -1.149  -0.069
H: 2.092 2.751 -0.623  0.044
H: -2.588 -0.614 -0.921  -0.012
H: 2.107 0.243 -0.587  0.127
H: -2.575 -3.190 0.497  0.006
H: 0.513 2.223 1.101  0.101
H: 0.537 0.563 -2.173  0.026
H: -0.424 1.537 -1.213  0.059
H: -0.849 -0.151 0.522  0.042
H: -1.667 -3.057 1.696  0.021
H: 1.706 1.117 1.787  0.095
H: 0.578 -1.025 1.255  0.042

Results
**Spin multiplicity**: 1
**Frontier orbital gap**: 7.046 eV
**Highest occupied orbital energy**: -0.1176 hartree
**Total charge**: -1

b | Molecular formula: C3H13N2O2S
Method: DFT, wB97M-V/def2-TZVPD

Each line ends with the Löwdin charge.
Cartesian coordinates (Å):
S: -0.404 -2.654 0.650  0.145
O: -0.020 -0.716 3.085  -0.156
O: 4.795 -2.535 1.828  -0.074
N: -1.171 0.810 -1.594  -0.110
N: -0.319 2.928 -0.714  -0.035
C: -1.503 2.192 -1.283  -0.321
C: -0.360 -1.372 -0.710  -0.712
C: -1.281 -0.187 -0.497  -0.331
H: -0.769 0.349 0.324  0.083
H: -1.470 0.582 -2.538  0.093
H: -0.672 -1.928 -1.614  0.031
H: -0.189 -0.333 2.216  -0.034
H: 3.889 -2.806 2.023  0.037
H: -2.305 -0.389 -0.209  0.096
H: -2.228 2.224 -0.376  0.121
H: -0.080 -1.666 2.935  -0.069
H: 4.676 -1.730 1.314  0.028
H: 0.689 -1.059 -0.572  0.026
H: 0.132 3.379 -1.535  0.049
H: 0.442 2.280 -0.539  0.043
H: -1.851 2.632 -2.197  0.089

Results
**Spin multiplicity**: 1
**Frontier orbital gap**: 6.335 eV
**Highest occupied orbital energy**: -0.1061 hartree
**Total charge**: -1

Referenced to the most stable arrangement, the calculated values in hartree are a 0.0000; b 0.0325.

a | Molecular formula: C2H4INO
Method: DFT, wB97M-V/def2-TZVPD

Each line ends with the Löwdin charge.
Cartesian coordinates (Å):
I: 2.808 0.356 0.151  0.878
O: 0.044 -2.293 -0.091  -0.010
N: -0.783 2.303 -0.081  -0.019
C: -0.097 -1.018 0.193  -0.417
C: 0.833 -0.114 0.090  -0.615
H: -1.109 -0.621 0.232  0.104
H: 1.033 -2.520 -0.401  0.185
H: -1.449 2.061 -0.856  -0.059
H: -1.282 1.846 0.763  -0.046

Results
**Spin multiplicity**: 1
**Frontier orbital gap**: 6.110 eV
**Highest occupied orbital energy**: -0.2944 hartree

b | Molecular formula: C2H4INO
Method: DFT, wB97M-V/def2-TZVPD

Each line ends with the Löwdin charge.
Cartesian coordinates (Å):
I: 1.281 0.095 1.675  1.475
O: -0.706 0.358 0.996  -0.523
N: 2.450 1.062 0.581  -0.623
C: -0.716 -0.753 -1.107  -0.012
C: -1.262 -0.159 -0.051  -0.436
H: -1.334 -1.126 -1.833  0.010
H: 2.295 2.090 0.806  -0.067
H: -2.309 -0.427 0.152  0.123
H: 0.302 -1.142 -1.218  0.054

Results
**Spin multiplicity**: 1
**Frontier orbital gap**: 7.435 eV
**Highest occupied orbital energy**: -0.3182 hartree

c | Molecular formula: C2H4INO
Method: DFT, wB97M-V/def2-TZVPD

Each line ends with the Löwdin charge.
Cartesian coordinates (Å):
I: -2.949 -0.030 -0.020  0.594
O: 1.432 -0.862 -0.623  0.026
N: -0.338 1.529 -0.620  0.117
C: 0.111 -0.766 -0.424  -0.332
C: -0.733 0.375 -0.388  -0.774
H: -0.212 -1.610 -0.896  0.063
H: -0.907 2.279 -0.506  0.010
H: 1.940 -0.117 -0.256  0.125
H: -0.404 -1.245 1.470  0.172

Results
**Spin multiplicity**: 1
**Frontier orbital gap (spin up / spin down)**: 8.264 / 8.530 eV
**Highest occupied orbital energy (spin up / spin down)**: -0.3290 / -0.3417 hartree

Referenced to the most stable arrangement, the calculated values in hartree are a 0.0862; b 0.0317; c 0.0000.